(1)
Computed, not measured: C19H23Cl5NOsP as an isolated structure in a non-equilibrium geometry, with the ωB97M-V functional and the def2-TZVPD basis.

The calculation puts the lowest unoccupied orbital energy (spin up / spin down) at -6.1807 / -9.0301 eV. The spin multiplicity is 5. The expectation value of S² is 6.030. As for the total charge: +2.

Each line ends with the natural charge from an NBO analysis.
Cartesian coordinates (Å):
1 C 3.86003 0.19908 -3.12091  -0.124
2 C 3.60669 1.29617 -2.30380  -0.225
3 C 2.40751 1.39708 -1.59056  0.073
4 C 1.46415 0.35768 -1.66832  -0.433
5 C 1.66425 -0.69426 -2.59483  -0.017
6 C 2.87506 -0.78090 -3.28525  -0.190
7 C 2.15370 2.54564 -0.67335  -0.504
8 C 0.67994 2.86414 -0.43016  -0.175
9 N 0.00180 3.31541 -1.66840  -0.371
10 Os 0.19936 0.13981 -0.12078  0.832
11 C 0.58146 -1.72046 -2.72846  -0.714
12 P -0.74564 -1.24715 -1.50593  1.090
13 H 4.34354 2.09167 -2.19202  0.236
14 H 3.02267 -1.63629 -3.95002  0.244
15 H 4.81653 0.09734 -3.63632  0.253
16 H 0.93307 -2.73814 -2.48988  0.274
17 H 0.14730 -1.74666 -3.74089  0.273
18 H 2.61219 2.34170 0.31088  0.275
19 H 2.68155 3.43439 -1.03953  0.248
20 H 0.01075 2.07285 0.00675  0.157
21 C -1.59678 -2.79644 -1.12578  -0.948
22 C -1.90636 -0.37833 -2.61594  -0.937
23 H 0.59016 3.69448 0.27922  0.262
24 C 0.67256 4.52035 -2.31144  -0.421
25 C -1.44245 3.63600 -1.42173  -0.415
26 H 0.00145 -1.37214 0.57284  0.000
27 H 0.00949 5.38627 -2.22616  0.247
28 H 1.61944 4.73445 -1.81199  0.239
29 H 0.85181 4.28771 -3.37126  0.246
30 H -1.85415 4.09051 -2.33044  0.250
31 H -1.98440 2.72310 -1.15862  0.226
32 H -1.48398 4.36303 -0.59639  0.244
33 H -2.22579 -1.05290 -3.41746  0.275
34 H -2.76928 -0.07966 -2.01181  0.253
35 H -1.43219 0.50656 -3.05460  0.232
36 H -1.50855 -3.51664 -1.94855  0.274
37 H -1.15391 -3.21615 -0.21547  0.271
38 H -2.64969 -2.55622 -0.93692  0.269
39 H 0.01360 2.64575 -2.45231  0.446
40 Cl -1.01208 1.52873 2.29797  0.076
41 C 0.57820 0.96235 2.70342  -0.133
42 C 1.22914 0.23345 1.70064  -0.265
43 C 2.53990 -0.23697 1.94330  -0.119
44 Cl 3.34354 -1.14802 0.72943  0.071
45 C 3.19799 0.05760 3.15765  -0.080
46 Cl 4.77937 -0.52097 3.41640  0.124
47 C 2.53793 0.82580 4.14879  -0.070
48 Cl 3.34014 1.19890 5.60089  0.141
49 C 1.20282 1.25631 3.93279  -0.079
50 Cl 0.37011 2.11263 5.14824  0.119

Atoms 1-6, force components in eV/Å:
C -0.18 -0.28 -0.03
C -0.29 0.41 0.32
C 0.67 -0.45 -0.62
C 0.51 0.66 -0.85
C 0.80 0.17 0.03
C -0.46 -0.17 0.01



(2)
Computed, not measured: one molecule with the formula C7H10S in a non-equilibrium geometry, with the ωB97M-V functional and the def2-TZVPD basis.

Its SMILES is C=C=C=CCSCC. The calculation puts the lowest unoccupied orbital energy at 0.3016 eV. The spin multiplicity is 1.

Each line ends with the natural charge from an NBO analysis.
Cartesian coordinates (Å):
1 C -3.32674 -0.73279 0.20674  -0.436
2 C -2.43377 0.20623 0.17268  -0.012
3 C -1.70930 1.24623 -0.00137  -0.036
4 C -0.88618 2.23878 -0.23582  -0.211
5 C 0.46894 1.96253 -0.80409  -0.532
6 S 1.62354 1.35159 0.54676  0.147
7 C 1.23510 -0.44290 0.75625  -0.499
8 C 1.72901 -1.33031 -0.38961  -0.640
9 H -3.17730 -1.77590 -0.17321  0.220
10 H -4.38301 -0.52639 0.56164  0.220
11 H -1.15333 3.29852 -0.10139  0.228
12 H 0.40198 1.24283 -1.59912  0.222
13 H 0.89960 2.86062 -1.19161  0.230
14 H 0.17233 -0.44998 0.86541  0.218
15 H 1.78742 -0.60979 1.69988  0.226
16 H 1.29221 -2.33044 -0.20981  0.214
17 H 2.73502 -1.68006 -0.06412  0.219
18 H 1.57791 -0.84421 -1.31622  0.220

Atoms 1-6, force components in eV/Å:
C -1.99 -1.51 0.06
C 0.54 1.27 -0.57
C -0.52 -0.44 0.45
C -0.12 0.26 -0.37
C 0.17 -0.65 1.26
S 0.08 0.25 -0.72



(3)
Computed, not measured: C11H7N4O5S5Tc as an isolated structure, with the ωB97M-V functional and the def2-TZVPD basis.

The calculation puts the lowest unoccupied orbital energy (spin up / spin down) at 4.6340 / 4.6323 eV. The spin multiplicity is 3. The expectation value of S² is 2.014. As for the total charge: -2.

Each line ends with the natural charge from an NBO analysis.
Cartesian coordinates (Å):
1 Tc 1.19405 -0.89335 0.47319  0.644
2 O -0.60703 -1.25613 1.40424  -0.522
3 N -1.26053 -0.32382 2.10092  -0.011
4 C -0.66275 0.09882 3.23722  0.057
5 C -1.26795 0.98913 4.07561  -0.282
6 C -2.54015 1.45398 3.72922  -0.176
7 C -3.13524 0.99951 2.58393  -0.265
8 C -2.51001 0.07343 1.71639  0.068
9 S -3.29305 -0.52867 0.32818  -0.387
10 H 0.31933 -0.32792 3.39131  0.265
11 H -0.74633 1.32003 4.96058  0.215
12 H -3.05530 2.17088 4.35685  0.199
13 H -4.11970 1.33098 2.28768  0.221
14 S 2.47469 -1.57040 2.33230  -0.297
15 S 2.00047 -3.59581 2.49740  -0.104
16 S 2.38161 -4.27240 0.61180  -0.093
17 S 1.09002 -3.09412 -0.53149  -0.382
18 O 2.19845 0.94902 -4.99029  -0.700
19 C 0.88966 0.86571 -4.82708  0.788
20 O 0.11323 1.13602 -5.72218  -0.643
21 C 0.41150 0.44150 -3.49124  -0.269
22 C -0.91512 0.31188 -3.12176  0.014
23 N -0.94263 -0.07739 -1.83696  -0.309
24 N 0.28620 -0.22855 -1.36292  -0.210
25 C 1.12909 0.07576 -2.33098  0.046
26 C 2.57416 -0.02537 -1.97702  0.788
27 O 3.42653 0.24837 -2.84302  -0.696
28 O 2.80606 -0.38647 -0.78627  -0.613
29 H 2.71466 0.72599 -4.13609  0.510
30 H -1.81401 0.48799 -3.68471  0.228
31 H -1.74018 -0.33968 -1.23162  0.451
32 N 1.31450 2.16384 1.59569  -0.560
33 C 1.28577 1.07724 1.19111  0.024

Atoms 1-6, force components in eV/Å:
Tc 0.15 -0.21 0.04
O -0.12 0.00 -0.53
N 0.07 -0.01 0.35
C -0.01 0.05 0.03
C -0.04 -0.03 -0.03
C 0.02 -0.01 -0.01



(4)
Computed, not measured: one molecule with the formula C3HF3 in a non-equilibrium geometry, with the ωB97M-V functional and the def2-TZVPD basis.

The calculation puts the lowest unoccupied orbital energy at -1.1880 eV. The spin multiplicity is 1.

Each line ends with the natural charge from an NBO analysis.
Cartesian coordinates (Å):
1 C -0.90365 2.35395 0.37334  0.392
2 C -0.01476 1.52479 -0.50099  0.071
3 C 0.35791 0.23578 -0.51450  0.286
4 F -1.55504 1.46444 1.08867  -0.328
5 F 0.45440 2.34400 -1.51529  -0.327
6 F 1.26270 -0.20482 -1.33023  -0.271
7 H 0.03466 -0.37661 0.23480  0.177

Atoms 1-6, force components in eV/Å:
C 0.71 -1.45 -0.58
C 0.03 1.99 -1.67
C 0.01 2.98 -0.25
F -0.46 -0.07 0.69
F 0.01 -0.92 0.84
F 0.46 -0.56 -0.70



(5)
Computed, not measured: C4H8ClN as an isolated structure in a non-equilibrium geometry, with the ωB97M-V functional and the def2-TZVPD basis.

The calculation puts the lowest unoccupied orbital energy at 0.5566 eV. The spin multiplicity is 1.

Each line ends with the natural charge from an NBO analysis.
Cartesian coordinates (Å):
1 C 0.03384 -0.04205 -1.00344  -0.284
2 C -0.04400 -0.14733 0.44065  -0.080
3 C -1.08846 0.09850 1.35292  -0.389
4 C 1.36821 -0.48130 0.86112  -0.372
5 H -1.10023 1.87271 -0.79068  0.351
6 H -1.40455 1.28438 -2.08750  0.352
7 H -0.01933 -0.80647 -1.96790  0.262
8 H 1.06227 0.45727 -1.31950  0.184
9 H -2.21835 0.26238 1.09171  0.253
10 H -0.74264 -0.38239 2.26065  0.205
11 H 2.22770 -0.34099 -0.16880  0.243
12 H 1.92952 -0.32399 1.96509  0.266
13 N -1.23404 0.89208 -1.15582  -0.852
14 Cl 1.23004 -2.34280 0.52149  -0.140

Atoms 1-6, force components in eV/Å:
C -1.63 3.53 -5.28
C -0.21 0.33 2.98
C 1.21 -1.72 -2.86
C 3.68 -1.94 -0.49
H 0.54 -1.65 0.84
H 0.17 -1.40 -0.63



(6)
Computed, not measured: an isolated ion of composition C7H5O5S2 and charge -1 in a non-equilibrium geometry, with the ωB97M-V functional and the def2-TZVPD basis.

The calculation puts the lowest unoccupied orbital energy at 3.4325 eV. The spin multiplicity is 1. As for the total charge: -1.

Each line ends with the natural charge from an NBO analysis.
Cartesian coordinates (Å):
1 C 2.87371 -0.10459 0.27962  -0.272
2 C 2.23939 1.09283 0.13377  -0.199
3 C 2.10991 -1.32258 -0.08381  -0.204
4 C 0.93834 1.17461 -0.21828  -0.259
5 C 0.81268 -1.23103 -0.48082  -0.225
6 C 0.14476 0.04000 -0.40717  -0.059
7 C -1.23021 0.13345 -0.76296  -0.688
8 O -1.92755 -1.62496 1.33828  -0.930
9 O -2.75705 2.23986 -0.81740  -0.941
10 O -2.15440 1.74778 1.47862  -0.928
11 O -3.10525 -2.13809 -0.77704  -0.924
12 O -3.48085 0.09213 0.23651  -0.872
13 S -2.30870 1.27994 0.10724  2.266
14 S -2.43395 -1.18728 0.03927  2.224
15 H 3.91433 -0.20988 0.73804  0.199
16 H 2.79224 2.07865 0.25999  0.194
17 H 2.75700 -2.16532 -0.11996  0.200
18 H 0.62381 2.15146 -0.15529  0.208
19 H 0.19178 -2.04699 -0.78862  0.210

Atoms 1-6, force components in eV/Å:
C 0.22 -2.70 0.24
C 2.71 1.31 0.48
C 2.31 2.92 0.58
C -0.83 -1.55 0.24
C -0.72 1.36 0.49
C 1.24 -0.38 -0.58



(7)
Computed, not measured: a 2-piece molecular cluster, HNOS2 overall in a non-equilibrium geometry, with the ωB97M-V functional and the def2-TZVPD basis.

The calculation puts the lowest unoccupied orbital energy (spin up / spin down) at -0.3651 / -2.2813 eV. The spin multiplicity is 1.

Each line ends with the natural charge from an NBO analysis.
Cartesian coordinates (Å):
1 N -3.04156 0.61165 0.02575  -0.657
2 O -0.45228 0.54436 0.84584  -0.836
3 S -2.28704 -0.61315 -0.09754  0.627
4 S -0.20131 1.87205 -0.19165  0.364
5 H -1.12490 0.72124 1.53928  0.502

Force components x, y, z for each atom (eV/Å):
N -1.76 1.75 0.07
O 1.13 1.43 -0.21
S 0.28 -2.50 -0.72
S -0.19 -1.19 1.31
H 0.55 0.50 -0.44



(8)
Computed, not measured: a 2-piece molecular cluster, C2H4N2O overall in a non-equilibrium geometry, with the ωB97M-V functional and the def2-TZVPD basis.

Its SMILES is N=C=O.C=N. The calculation puts the lowest unoccupied orbital energy at 0.7885 eV. The spin multiplicity is 1.

Each line ends with the natural charge from an NBO analysis.
Cartesian coordinates (Å):
1 N 1.25593 -1.48244 1.92444  -0.772
2 C 0.92621 -1.52891 3.05745  0.847
3 O 0.77665 -1.59924 4.21165  -0.547
4 H 1.05706 -1.32981 0.98030  0.446
5 C -0.17837 0.74316 -0.37182  -0.009
6 N -0.12697 -0.50018 -0.36722  -0.644
7 H -1.00549 1.53947 -0.47539  0.165
8 H 0.75806 1.22840 0.04712  0.158
9 H -0.93358 -1.07128 -0.57552  0.358

Atoms 1-6, force components in eV/Å:
N 0.79 -0.41 0.99
C 0.46 0.01 -0.04
O -0.46 -0.02 0.65
H -0.74 0.40 -1.47
C 0.56 2.75 1.67
N 0.19 -1.09 -0.16



Question: Among the records above, which one has the highest spin multiplicity?
Answer: C19H23Cl5NOsP



Copy entry 5 word for word.
Computed, not measured: C4H8ClN as an isolated structure in a non-equilibrium geometry, with the ωB97M-V functional and the def2-TZVPD basis.

The calculation puts the lowest unoccupied orbital energy at 0.5566 eV. The spin multiplicity is 1.

Each line ends with the natural charge from an NBO analysis.
Cartesian coordinates (Å):
1 C 0.03384 -0.04205 -1.00344  -0.284
2 C -0.04400 -0.14733 0.44065  -0.080
3 C -1.08846 0.09850 1.35292  -0.389
4 C 1.36821 -0.48130 0.86112  -0.372
5 H -1.10023 1.87271 -0.79068  0.351
6 H -1.40455 1.28438 -2.08750  0.352
7 H -0.01933 -0.80647 -1.96790  0.262
8 H 1.06227 0.45727 -1.31950  0.184
9 H -2.21835 0.26238 1.09171  0.253
10 H -0.74264 -0.38239 2.26065  0.205
11 H 2.22770 -0.34099 -0.16880  0.243
12 H 1.92952 -0.32399 1.96509  0.266
13 N -1.23404 0.89208 -1.15582  -0.852
14 Cl 1.23004 -2.34280 0.52149  -0.140

Atoms 1-6, force components in eV/Å:
C -1.63 3.53 -5.28
C -0.21 0.33 2.98
C 1.21 -1.72 -2.86
C 3.68 -1.94 -0.49
H 0.54 -1.65 0.84
H 0.17 -1.40 -0.63



Question: Which value of spin multiplicity does entry 5 give?
Answer: 1